Run i
C2H4N4 | ωB97M-V/def2-TZVPD

As for the HOMO energy: -10.10 eV. The LUMO energy is -0.010 Ha. Its gap between HOMO and LUMO is 9.8413 eV.

Geometry as ORCA input:
```
! RIJCOSX wB97M-V def2-TZVPD def2/J DEFGRID3
* xyz 0 1
N -2.532 0.172 -0.514
N -0.292 -0.781 0.444
N 0.626 1.379 0.255
N 2.002 -0.597 -0.358
C -1.502 -0.232 0.091
C 0.718 0.089 0.143
H -0.128 -1.223 1.651
H 1.930 -1.033 -1.338
H 1.535 1.743 -0.092
H 2.739 0.164 -0.419
*
```



Run ii
C2H4N4 | ωB97M-V/def2-TZVPD

As for the HOMO energy: -8.29 eV. The LUMO energy is 0.035 Ha. Its gap between HOMO and LUMO is 9.2346 eV. Its structure (SMILES) is [H]/N=N/N1C=C1N.

Geometry as ORCA input:
```
! RIJCOSX wB97M-V def2-TZVPD def2/J DEFGRID3
* xyz 0 1
N 1.489 -0.885 -0.482
N -1.588 0.367 -0.291
N 0.978 0.407 -0.762
N 0.571 -1.670 -0.214
C 0.739 1.261 0.431
C -0.296 0.665 -0.055
H 1.000 -2.594 -0.099
H 1.287 2.039 0.932
H -2.324 1.019 -0.090
H -1.812 -0.611 -0.385
*
```



The data favor run i; the next most stable structure lies 0.0669 hartree above it.



Run i
C3H4OS2 | ωB97M-V/def2-TZVPD

As for the HOMO energy: -8.62 eV. The LUMO energy is -0.033 Ha. Its gap between HOMO and LUMO is 7.7219 eV.

Geometry as ORCA input:
```
! RIJCOSX wB97M-V def2-TZVPD def2/J DEFGRID3
* xyz 0 1
S 0.332 1.957 -0.171
S -1.566 0.226 -2.185
O 0.594 -1.635 1.199
C -0.792 -0.664 -1.174
C 0.349 -0.480 1.006
C 0.823 0.306 -0.096
H -0.975 -1.660 -0.750
H -0.850 1.613 0.215
H -0.401 -0.047 1.626
H 1.664 -0.068 -0.730
*
```



Run ii
C3H4OS2 | ωB97M-V/def2-TZVPD

As for the HOMO energy: -9.28 eV. The LUMO energy is -0.058 Ha. Its gap between HOMO and LUMO is 7.6941 eV.

Geometry as ORCA input:
```
! RIJCOSX wB97M-V def2-TZVPD def2/J DEFGRID3
* xyz 0 1
S 2.005 -0.735 -0.533
S -2.074 -1.366 -0.219
O -0.664 2.058 0.170
C -1.067 1.079 -0.725
C 0.460 -0.782 0.609
C -0.932 -0.369 -0.101
H 0.257 -1.789 0.947
H 3.034 0.735 0.537
H 0.695 0.083 1.330
H -1.715 1.084 -2.015
*
```



Run iii
C3H4OS2 | ωB97M-V/def2-TZVPD

As for the HOMO energy: -8.92 eV. The LUMO energy is -0.051 Ha. Its gap between HOMO and LUMO is 7.5411 eV. Its structure (SMILES) is OCC(=S)C=S.

Geometry as ORCA input:
```
! RIJCOSX wB97M-V def2-TZVPD def2/J DEFGRID3
* xyz 0 1
S -2.172 -0.537 -0.043
S 1.755 -1.113 -0.235
O 0.810 2.202 0.348
C 0.467 -0.762 0.619
C -0.045 1.477 -0.423
C -0.656 0.072 0.075
H -0.875 2.146 -0.583
H 1.707 1.764 0.361
H 0.356 1.224 -1.412
H 0.414 -1.069 1.675
*
```



Run iv
C3H4OS2 | ωB97M-V/def2-TZVPD

As for the HOMO energy: -9.61 eV. The LUMO energy is 0.017 Ha. Its gap between HOMO and LUMO is 10.0845 eV. Its structure (SMILES) is O=C1SC[C@@H]1S.

Geometry as ORCA input:
```
! RIJCOSX wB97M-V def2-TZVPD def2/J DEFGRID3
* xyz 0 1
S -2.163 -0.130 -0.096
S 1.890 -0.318 -0.125
O 0.410 1.999 -0.029
C -0.467 -0.256 0.532
C 0.400 -1.371 -0.007
C 0.494 0.850 0.122
H -0.495 -0.306 1.636
H 0.566 -2.241 0.611
H -1.716 -0.002 -1.357
H 0.163 -1.618 -1.003
*
```



The data favor run iv; the next most stable structure lies 0.0586 hartree above it.